(1)
The following is a quantum chemistry calculation of a structure of composition C17H32BCrF4N8O in a non-equilibrium geometry, from OMol25.

Each line ends with the Mulliken charge.
Geometry (Å):
1 Cr 0.355 0.328 0.136  0.592
2 C 3.106 1.734 -2.951  -1.307
3 N 2.143 0.654 -2.851  0.095
4 C 0.822 0.961 -3.357  -0.961
5 C 2.269 -0.339 -1.939  0.253
6 N 1.167 -0.846 -1.393  0.543
7 C 1.090 -2.188 -1.037  -0.223
8 C 1.726 -3.217 -1.729  -0.457
9 C 1.614 -4.524 -1.293  -0.857
10 C 0.866 -4.823 -0.166  -0.738
11 C 0.180 -3.821 0.498  -0.515
12 C 0.244 -2.504 0.047  -0.239
13 N -0.412 -1.426 0.651  0.709
14 C -1.556 -1.596 1.305  0.386
15 N -2.469 -2.559 0.991  0.310
16 C -2.643 -3.094 -0.339  -0.785
17 C -3.200 -3.279 2.013  -1.332
18 N -1.873 -0.766 2.322  0.278
19 C -3.232 -0.345 2.587  -1.272
20 C -0.881 0.030 3.010  -1.425
21 N 3.513 -0.775 -1.618  0.337
22 C 3.817 -1.299 -0.306  -0.830
23 C 4.577 -0.949 -2.580  -1.216
24 H 2.611 2.675 -2.707  0.403
25 H 3.504 1.802 -3.965  0.386
26 H 3.922 1.594 -2.251  0.446
27 H 0.919 1.654 -4.191  0.401
28 H 0.192 1.421 -2.580  0.237
29 H 0.359 0.042 -3.716  0.302
30 H 2.314 -2.998 -2.606  0.494
31 H 2.133 -5.306 -1.822  0.433
32 H 0.808 -5.841 0.188  0.441
33 H -0.385 -4.054 1.389  0.549
34 H -2.208 -2.426 -1.079  0.129
35 H -3.715 -3.186 -0.532  0.427
36 H -2.184 -4.083 -0.442  0.322
37 H -2.791 -3.053 2.993  0.400
38 H -3.099 -4.353 1.834  0.433
39 H -4.264 -3.037 2.001  0.374
40 H -3.888 -0.631 1.771  0.431
41 H -3.245 0.742 2.669  0.391
42 H -3.611 -0.760 3.523  0.335
43 H 0.124 -0.314 2.772  0.347
44 H -1.042 -0.058 4.086  0.464
45 H -0.979 1.082 2.746  0.386
46 H 3.081 -0.956 0.423  0.062
47 H 4.796 -0.909 -0.018  0.435
48 H 3.858 -2.392 -0.295  0.316
49 H 4.291 -0.578 -3.558  0.372
50 H 4.810 -2.015 -2.667  0.378
51 H 5.484 -0.441 -2.246  0.365
52 N -3.799 1.396 -1.103  -0.427
53 C -2.562 0.870 -0.980  0.640
54 N -2.175 -0.018 -1.928  -0.043
55 O -1.855 1.135 -0.009  -0.416
56 H -4.341 1.300 -1.943  0.162
57 H -4.056 2.115 -0.447  0.283
58 H -2.686 -0.154 -2.781  0.224
59 H -1.230 -0.375 -1.860  -0.393
60 F 1.448 2.097 -0.288  -0.357
61 B 1.571 2.368 1.154  0.414
62 F 0.258 2.475 1.566  -0.277
63 F 2.057 1.149 1.670  -0.360
64 F 2.352 3.410 1.400  -0.255

Results
- E_LUMO (spin up / spin down) (eV) = -2.197 / -2.157
- relative energy (zero: lowest compared OMol25 entry of this formula, charge and spin) (kcal/mol) = 22.32
- frontier orbital gap (spin up / spin down) (eV) = 8.329 / 8.592
- highest occupied orbital energy (spin up / spin down) (eV) = -10.5 / -10.7
- net charge = +1
- spin multiplicity = 5

(2)
The following is a quantum chemistry calculation of a structure of composition C17H32Cl2O2P2Ru in a non-equilibrium geometry, from OMol25.

Each line ends with the Mulliken charge.
Geometry (Å):
1 P -0.183 -1.988 1.164  1.189
2 P -0.435 1.846 1.984  0.819
3 C 1.595 -0.205 -1.099  0.126
4 C 1.560 0.892 -0.286  -0.834
5 H 0.708 -0.583 -1.849  -0.346
6 H 2.503 -0.916 -0.954  0.697
7 H 1.897 1.084 0.856  0.007
8 H 1.221 1.880 -0.655  0.195
9 C -2.089 2.387 1.585  -1.212
10 H -2.724 2.778 2.399  0.407
11 H -2.585 1.497 1.149  0.267
12 H -1.972 3.182 0.822  0.383
13 C 0.733 3.182 1.858  -1.301
14 H 0.595 3.675 0.889  0.398
15 H 1.748 2.778 1.969  0.404
16 H 0.719 3.932 2.651  0.389
17 C -1.072 -3.380 0.525  -1.365
18 H -1.178 -4.320 1.097  0.412
19 H -0.604 -3.653 -0.408  0.348
20 H -2.082 -2.998 0.384  0.355
21 C 1.582 -2.356 1.065  -1.528
22 H 2.240 -1.761 1.686  0.416
23 H 2.092 -2.431 0.117  0.351
24 H 1.743 -3.356 1.446  0.583
25 Ru -0.734 -0.280 -1.011  -0.076
26 C 0.213 1.148 -2.873  -0.194
27 C -1.114 1.093 -2.375  -0.469
28 C -2.109 0.550 -3.421  -0.647
29 C -1.627 -0.845 -3.898  -0.905
30 C -0.913 -1.637 -2.862  -0.511
31 C 0.461 -1.764 -2.746  0.246
32 C 1.426 -0.980 -3.606  -0.810
33 C 0.921 0.452 -3.942  -0.888
34 C -0.187 -2.062 3.004  -1.259
35 H 0.968 1.722 -2.360  0.597
36 H -1.528 1.671 -1.519  0.740
37 H -2.147 1.260 -4.274  0.298
38 H -3.107 0.458 -2.970  0.395
39 H -2.529 -1.445 -4.098  0.455
40 H -1.014 -0.756 -4.805  0.355
41 H -1.566 -1.987 -2.031  0.288
42 H 0.888 -2.435 -1.968  0.691
43 H 1.504 -1.548 -4.541  0.379
44 H 2.430 -0.903 -3.166  0.392
45 H 1.836 1.070 -4.021  0.409
46 H 0.363 0.510 -4.875  0.450
47 H 0.658 -1.926 3.692  0.376
48 H -0.706 -2.910 3.449  0.459
49 H -0.866 -1.259 3.240  0.304
50 Cl 0.129 3.658 5.602  -0.109
51 C 0.387 1.895 5.671  0.022
52 Cl -0.956 0.859 6.254  -0.107
53 C 0.603 1.357 4.319  0.267
54 O 1.633 0.913 3.888  -0.475
55 O -0.558 1.307 3.530  -0.227
56 H 1.228 1.653 6.318  0.396

Results
- E_LUMO (spin up / spin down) (eV) = -6.805 / -8.600
- relative energy (zero: lowest compared OMol25 entry of this formula, charge and spin) (kcal/mol) = 80.80
- frontier orbital gap (spin up / spin down) (eV) = 7.279 / 5.321
- highest occupied orbital energy (spin up / spin down) (eV) = -14.1 / -13.9
- net charge = +2
- spin multiplicity = 5